(1)
Here is a structure of composition C40H67CdGeINO6Se from the Open Molecules 2025 dataset. Energies are from the ωB97M-V functional and the def2-TZVPD basis.

Geometry (Å):
Cd (0.36737, -0.53069, 1.84053)
C (-3.00397, 2.15262, 3.46613)
C (-2.73231, 0.68524, 3.81087)
C (-3.13251, 0.42455, 5.26653)
C (-3.55914, -0.23677, 2.90074)
O (-1.35783, 0.42821, 3.60040)
Ge (-0.12759, -0.38620, 4.80975)
O (1.27145, 0.43300, 3.78653)
C (1.75168, 1.75802, 3.99439)
C (1.20454, 2.36223, 5.29208)
C (1.29780, 2.62161, 2.81393)
C (3.27662, 1.70841, 4.07350)
O (0.02505, -1.82903, 3.53490)
C (0.25393, -3.22055, 3.73296)
C (-1.02482, -3.97017, 3.34783)
C (1.41707, -3.63663, 2.83526)
C (0.60124, -3.50649, 5.19399)
H (-4.07004, 2.37846, 3.53333)
H (-2.66378, 2.35852, 2.45046)
H (-2.46054, 2.80403, 4.15349)
H (-4.18339, 0.67095, 5.42126)
H (-2.52236, 1.02845, 5.94159)
H (-2.97419, -0.62853, 5.51205)
H (-4.61681, -0.21241, 3.16864)
H (-3.18789, -1.25835, 3.00504)
H (-3.45990, 0.06579, 1.85736)
H (0.11378, 2.42479, 5.25429)
H (1.60812, 3.36568, 5.42781)
H (1.48716, 1.74593, 6.14775)
H (0.20911, 2.56678, 2.73567)
H (1.74678, 2.25579, 1.88704)
H (1.58759, 3.66550, 2.94814)
H (3.58498, 1.20751, 4.99455)
H (3.69990, 2.71394, 4.05769)
H (3.67367, 1.14325, 3.22902)
H (-1.42283, -3.54734, 2.42504)
H (-1.77928, -3.86327, 4.12982)
H (-0.82390, -5.03152, 3.19413)
H (1.17659, -3.43018, 1.78893)
H (1.64056, -4.69780, 2.94959)
H (2.29916, -3.05460, 3.11000)
H (-0.19610, -3.14548, 5.84533)
H (1.52854, -2.99833, 5.46825)
H (0.72596, -4.57905, 5.34393)
C (1.54932, 5.74363, -2.64996)
C (0.82636, 4.50090, -3.18991)
C (1.37222, 4.14188, -4.58013)
C (-0.66256, 4.82559, -3.33104)
C (1.06629, 3.33002, -2.24043)
C (0.04843, 2.70996, -1.53823)
C (0.33238, 1.62593, -0.72158)
Se (-1.12876, 0.82663, 0.24411)
C (-1.56360, -0.54755, -1.04409)
C (-2.34500, -0.18754, -2.12603)
C (-2.63863, -1.12648, -3.10203)
C (-2.20404, -2.42880, -2.87530)
C (-1.43196, -2.83528, -1.79212)
C (-1.04414, -1.84472, -0.86044)
O (-0.11403, -2.03628, 0.07138)
C (-1.08919, -4.33092, -1.71011)
C (-2.41072, -5.12095, -1.71124)
C (-0.31695, -4.73405, -0.45224)
C (-0.24571, -4.73088, -2.93014)
C (-3.38974, -0.78383, -4.38452)
C (-3.67120, 0.71628, -4.49643)
C (-2.53716, -1.19836, -5.59364)
C (-4.72703, -1.53947, -4.40369)
C (1.63316, 1.13107, -0.53307)
O (1.83593, 0.06678, 0.24272)
C (2.69060, 1.79461, -1.20525)
C (2.36391, 2.85582, -2.03597)
C (4.15458, 1.40604, -0.96766)
C (5.12276, 2.29279, -1.75534)
C (4.46867, 1.58432, 0.52770)
C (4.41313, -0.05359, -1.36958)
H (1.38350, 6.59801, -3.31011)
H (1.17469, 5.99672, -1.65656)
H (2.62447, 5.57548, -2.57708)
H (1.16096, 4.94699, -5.28722)
H (2.45113, 3.98549, -4.56040)
H (0.90116, 3.22795, -4.94691)
H (-0.79228, 5.64287, -4.04203)
H (-1.21821, 3.96322, -3.70507)
H (-1.09255, 5.13972, -2.37836)
H (-0.97621, 3.04864, -1.60353)
H (-2.69047, 0.83455, -2.20317)
H (-2.45888, -3.18078, -3.61138)
H (-3.06067, -4.77714, -0.90444)
H (-2.95119, -5.01598, -2.65212)
H (-2.21225, -6.18413, -1.56026)
H (-0.82136, -4.38295, 0.44425)
H (-0.25272, -5.82364, -0.40459)
H (0.69407, -4.33096, -0.45998)
H (-0.76119, -4.53108, -3.87038)
H (0.69405, -4.17552, -2.93554)
H (-0.02023, -5.79872, -2.88643)
H (-2.74402, 1.29272, -4.46961)
H (-4.17119, 0.92317, -5.44377)
H (-4.32581, 1.05963, -3.69300)
H (-1.56346, -0.70635, -5.55867)
H (-2.36983, -2.27551, -5.62088)
H (-3.04030, -0.91204, -6.51960)
H (-5.32669, -1.26171, -3.53516)
H (-5.29296, -1.29791, -5.30622)
H (-4.56835, -2.61833, -4.38080)
H (3.16476, 3.35832, -2.55868)
H (5.01720, 3.34268, -1.47564)
H (6.14532, 1.99210, -1.52281)
H (4.98085, 2.19130, -2.83325)
H (4.26427, 2.60986, 0.84353)
H (3.86223, 0.90336, 1.12075)
H (5.52261, 1.36786, 0.71800)
H (4.12124, -0.22804, -2.40724)
H (5.47630, -0.28064, -1.26321)
H (3.85877, -0.73560, -0.73177)
I (4.71143, -1.82526, 4.51178)
O (1.35100, -1.33105, -1.80455)
N (1.54410, -1.58682, -0.72408)

Values from the calculation:
Orbital gap (spin up / spin down) = 8.06 / 4.95 eV
E_LUMO (spin up / spin down) = 0.01 / -3.10 eV
DFT total energy = -7014.35397 a.u.
Charge = 0
Expectation value of S² = 0.75
Multiplicity = 2
Energy relative to the best compared isomer or geometry (same formula, charge and spin) = 11.7 kcal per mole

***

(2)
Here is a structure of composition C40H67CdGeINO6Se from the Open Molecules 2025 dataset. Energies are from the ωB97M-V functional and the def2-TZVPD basis.

Geometry (Å):
Cd (0.30101, -0.30653, 1.86499)
C (-3.50538, 1.47640, 3.12435)
C (-2.89437, 0.15440, 3.58079)
C (-3.44178, -0.21652, 4.95725)
C (-3.22769, -0.95573, 2.58355)
O (-1.48415, 0.34547, 3.62021)
Ge (-0.28271, -0.44436, 4.86066)
O (1.06474, 0.55357, 3.90262)
C (1.26625, 1.95971, 4.13193)
C (0.57064, 2.42504, 5.40930)
C (0.72447, 2.75079, 2.94476)
C (2.76722, 2.17965, 4.26437)
O (0.01939, -1.77366, 3.50960)
C (0.52269, -3.11005, 3.56902)
C (-0.61447, -4.04156, 3.16788)
C (1.68385, -3.21754, 2.58312)
C (1.00596, -3.42634, 4.97920)
H (-4.58983, 1.39837, 3.02084)
H (-3.08448, 1.76571, 2.15991)
H (-3.27942, 2.26274, 3.84688)
H (-4.53128, -0.27959, 4.92562)
H (-3.16252, 0.53349, 5.69999)
H (-3.06101, -1.18674, 5.28549)
H (-4.30370, -1.14036, 2.54094)
H (-2.72481, -1.87843, 2.87329)
H (-2.89690, -0.68504, 1.57712)
H (-0.51278, 2.31571, 5.32588)
H (0.78840, 3.48031, 5.58348)
H (0.92183, 1.86045, 6.27502)
H (-0.34415, 2.55884, 2.83238)
H (1.25022, 2.46992, 2.02698)
H (0.87056, 3.82270, 3.09408)
H (3.14456, 1.64689, 5.14049)
H (3.01894, 3.23607, 4.38419)
H (3.26870, 1.81956, 3.36601)
H (-0.99300, -3.75418, 2.18589)
H (-1.43285, -3.97460, 3.88766)
H (-0.27708, -5.07941, 3.12261)
H (1.32923, -3.05615, 1.56318)
H (2.15580, -4.20084, 2.62626)
H (2.43332, -2.46413, 2.83308)
H (0.19197, -3.33260, 5.70048)
H (1.80874, -2.74435, 5.26839)
H (1.38912, -4.44702, 5.02924)
C (2.36014, 5.53860, -3.10433)
C (1.55261, 4.30630, -3.53641)
C (2.14906, 3.73612, -4.83076)
C (0.11836, 4.74932, -3.82530)
C (1.61460, 3.24751, -2.44009)
C (0.49742, 2.76368, -1.79253)
C (0.60997, 1.77821, -0.81449)
Se (-1.01753, 1.27300, 0.07523)
C (-1.58840, -0.20440, -1.01927)
C (-2.57772, 0.07627, -1.94940)
C (-3.05124, -0.91115, -2.79722)
C (-2.48055, -2.17391, -2.66977)
C (-1.50301, -2.51118, -1.74079)
C (-1.05920, -1.50205, -0.84858)
O (-0.12216, -1.73583, 0.06378)
C (-1.01020, -3.96981, -1.78139)
C (-2.21115, -4.90098, -1.53320)
C (0.05920, -4.36494, -0.76020)
C (-0.43027, -4.25325, -3.17745)
C (-4.13870, -0.66690, -3.83927)
C (-4.63633, 0.77839, -3.82236)
C (-3.58565, -0.96929, -5.23872)
C (-5.33005, -1.59147, -3.55105)
C (1.85301, 1.24578, -0.41704)
O (1.95332, 0.26829, 0.45608)
C (3.01355, 1.74766, -1.08303)
C (2.85263, 2.71953, -2.05158)
C (4.40217, 1.21550, -0.71668)
C (5.51351, 1.92815, -1.49385)
C (4.66422, 1.43952, 0.77868)
C (4.51315, -0.28670, -1.02641)
H (2.33122, 6.30230, -3.88471)
H (1.94974, 5.96726, -2.18831)
H (3.40553, 5.28858, -2.91925)
H (2.11687, 4.48625, -5.62404)
H (3.18922, 3.43634, -4.69604)
H (1.58710, 2.86090, -5.16220)
H (0.12098, 5.50151, -4.61586)
H (-0.49995, 3.91463, -4.16209)
H (-0.35100, 5.19357, -2.94541)
H (-0.48863, 3.13560, -2.03433)
H (-2.96041, 1.08583, -2.00316)
H (-2.82442, -2.94863, -3.34264)
H (-2.63665, -4.71859, -0.54450)
H (-3.00333, -4.76994, -2.27022)
H (-1.88539, -5.94224, -1.57706)
H (-0.27400, -4.21176, 0.26185)
H (0.27398, -5.42776, -0.89668)
H (0.99638, -3.82639, -0.89148)
H (-1.16123, -4.09049, -3.96950)
H (0.42936, -3.61065, -3.38089)
H (-0.09594, -5.29128, -3.23590)
H (-3.83505, 1.48415, -4.05034)
H (-5.41322, 0.90450, -4.57813)
H (-5.06646, 1.04508, -2.85519)
H (-2.73715, -0.32203, -5.46782)
H (-3.25286, -2.00437, -5.32605)
H (-4.35803, -0.80222, -5.99245)
H (-5.74602, -1.38905, -2.56251)
H (-6.11609, -1.43608, -4.29330)
H (-5.04057, -2.64263, -3.58450)
H (3.73300, 3.09189, -2.55557)
H (5.52335, 3.00244, -1.29946)
H (6.47726, 1.52617, -1.17816)
H (5.42737, 1.77006, -2.57133)
H (4.59626, 2.50091, 1.02949)
H (3.94342, 0.88812, 1.37722)
H (5.66655, 1.09097, 1.03824)
H (4.25783, -0.49001, -2.06955)
H (5.54163, -0.61816, -0.86501)
H (3.86752, -0.87078, -0.37413)
I (4.59729, -0.78892, 4.20684)
O (1.31610, -0.93925, -1.83498)
N (1.56045, -1.40583, -0.85246)

Values from the calculation:
Orbital gap (spin up / spin down) = 7.57 / 5.19 eV
E_LUMO (spin up / spin down) = -0.44 / -2.81 eV
DFT total energy = -7014.37263 a.u.
Charge = 0
Expectation value of S² = 0.75
Multiplicity = 2
Energy relative to the best compared isomer or geometry (same formula, charge and spin) = 0.0 kcal per mole

***

(3)
Here is a cluster of 14 separate species, C40H67Cl12F24NO9 in total from the Open Molecules 2025 dataset. Energies are from the ωB97M-V functional and the def2-TZVPD basis.

Geometry (Å):
C (-2.54767, -0.95091, 1.44444)
O (-1.14115, -1.16076, 1.15495)
C (-0.48465, -0.03513, 0.54762)
C (1.03555, -0.36620, 0.56087)
N (1.50423, -1.41969, -0.50201)
H (1.44246, -1.02616, -1.43013)
H (2.49651, -1.56020, -0.37653)
C (0.69292, -2.74655, -0.49717)
C (1.15720, -3.74111, -1.55792)
O (1.55354, -2.96985, -2.69555)
C (1.97540, -3.69997, -3.82427)
H (-2.86312, -1.72005, 2.14944)
H (-3.14899, -0.97411, 0.53561)
H (-2.58678, 0.02661, 1.92511)
H (-0.63630, 0.88119, 1.11812)
H (-0.79015, 0.10112, -0.48978)
H (1.50670, -0.72469, 1.47608)
H (1.54853, 0.56250, 0.31093)
H (-0.31495, -2.45565, -0.79329)
H (0.64004, -3.08278, 0.53833)
H (0.40158, -4.45773, -1.87977)
H (2.04448, -4.27993, -1.22548)
H (2.91303, -4.19548, -3.57244)
H (2.23651, -3.00296, -4.62057)
H (1.25766, -4.40930, -4.23634)
C (6.28802, -2.56042, 2.77599)
O (6.27026, -2.00749, 1.50444)
H (5.94645, -3.59551, 2.77603)
H (7.29652, -2.61071, 3.18647)
H (5.65091, -2.05650, 3.50281)
C (-9.32434, -5.19463, 5.30564)
C (-10.28900, -4.00535, 5.02433)
C (-11.72475, -4.58731, 4.74253)
F (-11.81617, -5.60547, 3.86073)
F (-12.17811, -5.13070, 5.86256)
F (-10.55601, -3.13469, 5.96290)
F (-9.75974, -3.33861, 3.98775)
O (-7.96374, -4.81237, 5.53901)
C (-7.08132, -5.89440, 5.71120)
C (-5.58810, -5.39854, 5.91811)
F (-5.41547, -4.75837, 7.11232)
F (-4.78105, -6.46951, 5.90307)
F (-7.55459, -6.65459, 6.68669)
F (-7.10892, -6.65021, 4.63496)
H (-9.27841, -5.95024, 4.52139)
H (-9.69678, -5.63916, 6.22855)
H (-12.45056, -3.81121, 4.49971)
H (-5.28296, -4.72401, 5.11811)
C (8.96446, 2.94878, -2.04885)
C (7.68472, 2.66395, -2.85275)
C (7.81849, 1.18671, -3.43498)
F (6.94069, 0.81617, -4.35898)
F (8.99741, 1.03805, -4.02348)
F (6.60230, 2.85490, -2.07109)
F (7.54836, 3.53182, -3.85847)
O (8.87786, 4.23486, -1.46310)
C (9.61289, 5.27052, -2.05484)
C (9.11918, 6.61661, -1.40448)
F (9.23227, 6.65353, -0.09311)
F (9.73850, 7.66239, -1.95398)
F (10.90809, 5.04019, -1.83594)
F (9.35306, 5.27921, -3.34645)
H (9.83973, 2.84868, -2.69070)
H (9.14515, 2.23326, -1.24667)
H (7.81038, 0.40523, -2.67516)
H (8.04485, 6.70617, -1.56539)
C (1.17478, 6.76138, 7.58567)
C (0.44338, 6.31148, 6.30574)
C (-0.75532, 5.44461, 6.72551)
F (-1.39493, 5.88937, 7.74185)
F (-1.62858, 5.10527, 5.77401)
F (0.03616, 7.41299, 5.66188)
F (1.26394, 5.67414, 5.45422)
O (2.41323, 7.48638, 7.33717)
C (3.65895, 7.01201, 7.89171)
C (4.89117, 7.71939, 7.23036)
F (4.84270, 9.05421, 7.30990)
F (6.07416, 7.44424, 7.84096)
F (3.59287, 7.32162, 9.21447)
F (3.77084, 5.68485, 7.80158)
H (1.38429, 5.99080, 8.32757)
H (0.58614, 7.56927, 8.02031)
H (-0.45581, 4.45677, 7.07560)
H (5.02324, 7.35422, 6.21189)
C (-4.86604, -1.48720, -3.64163)
C (-4.33168, -2.48789, -4.65883)
C (-5.53984, -2.68056, -5.61830)
O (-6.68549, -2.37848, -4.82045)
C (-6.34084, -1.31647, -3.94772)
H (-4.37477, -0.51868, -3.73494)
H (-4.69639, -1.82385, -2.61889)
H (-4.03793, -3.44599, -4.23007)
H (-3.44377, -2.14534, -5.19022)
H (-5.56380, -3.70390, -5.99286)
H (-5.45495, -2.04740, -6.50147)
H (-6.97120, -1.35706, -3.05941)
H (-6.56453, -0.37389, -4.44733)
C (-5.68875, 4.95004, -1.57795)
C (-6.04673, 5.29441, -0.19556)
C (-5.76627, 6.78667, -0.06846)
O (-6.25991, 7.17949, -1.31752)
C (-5.91300, 6.21552, -2.32486)
H (-6.26902, 4.11927, -1.97948)
H (-4.64456, 4.67947, -1.73469)
H (-5.55237, 4.68624, 0.56196)
H (-7.08403, 5.10071, 0.07756)
H (-4.71699, 7.02949, 0.09932)
H (-6.36301, 7.21215, 0.73837)
H (-5.02954, 6.53564, -2.87723)
H (-6.71295, 6.19878, -3.06507)
C (-0.58363, 3.11079, -5.72233)
C (-0.12425, 4.34856, -4.99998)
C (0.71159, 3.86596, -3.86483)
O (0.82975, 2.45127, -4.06087)
C (0.60615, 2.19428, -5.40785)
H (-0.68997, 3.19813, -6.80361)
H (-1.46918, 2.62247, -5.31559)
H (-1.03249, 4.79211, -4.59197)
H (0.41580, 5.06728, -5.61633)
H (0.28067, 4.12394, -2.89743)
H (1.70079, 4.32103, -3.91472)
H (0.28363, 1.15486, -5.46847)
H (1.52344, 2.31050, -5.98506)
C (7.22743, 2.72967, 3.75814)
Cl (8.48508, 3.68564, 4.55136)
Cl (5.86929, 3.81294, 3.22203)
H (7.66168, 2.21506, 2.90099)
H (6.73966, 1.99566, 4.39956)
C (7.72105, -5.80868, -2.12912)
Cl (7.63695, -7.52120, -1.66629)
Cl (8.09470, -5.62852, -3.86103)
H (6.77633, -5.32625, -1.87839)
H (8.54848, -5.40742, -1.54393)
C (-0.95013, -10.47931, -4.94906)
Cl (0.34056, -9.96666, -6.05180)
Cl (-2.20647, -9.24006, -4.95617)
H (-1.34384, -11.46183, -5.20936)
H (-0.50991, -10.64942, -3.96653)
C (2.47446, -1.18380, 7.25643)
Cl (1.64668, -2.42370, 6.18614)
Cl (2.10112, 0.51086, 6.76664)
H (2.16542, -1.34961, 8.28846)
H (3.55117, -1.33001, 7.17031)
C (4.59329, -5.18576, -11.41193)
Cl (3.23046, -6.01468, -10.76072)
Cl (5.23097, -3.93316, -10.25852)
H (5.31381, -5.99402, -11.53714)
H (4.31010, -4.75440, -12.37205)
C (-7.37090, -6.08549, -1.35708)
Cl (-7.85193, -7.73686, -0.90694)
Cl (-7.06290, -5.06575, 0.08075)
H (-6.46344, -6.20195, -1.94956)
H (-8.14810, -5.66919, -1.99798)

Values from the calculation:
Orbital gap = 3.87 eV
E_LUMO = -0.79 eV
DFT total energy = -10214.94614 a.u.
Charge = 0